<P>
ORCA calculation (ωB97M-V/def2-TZVPD) on C18H27N3O4 in the gas phase.

Geometry (Å):
C (6.6857, 1.9126, -0.7689)
C (6.8660, 0.9251, 0.3748)
O (5.6098, 0.5599, 0.9527)
C (4.9088, -0.3954, 0.3379)
O (5.2832, -0.9790, -0.6449)
C (3.5978, -0.6472, 1.0704)
C (2.8136, -1.7980, 0.4343)
C (2.2366, -1.3689, -0.9166)
N (1.4225, -0.1743, -0.8002)
C (0.0908, -0.2854, -0.5060)
C (-0.5807, -1.4471, -0.2707)
C (-1.9970, -1.4797, -0.0594)
O (-2.6241, -2.4972, 0.1680)
N (-2.6592, -0.2341, -0.1084)
C (-4.1107, -0.2391, 0.1016)
C (-4.8635, 0.2494, -1.1348)
C (-6.3652, 0.1224, -0.8982)
C (-6.7795, 0.9246, 0.3314)
C (-6.0107, 0.4497, 1.5605)
C (-4.5081, 0.5777, 1.3300)
C (-2.0247, 0.9461, -0.3523)
O (-2.5595, 2.0321, -0.4209)
N (-0.6520, 0.8682, -0.5243)
C (2.2124, 0.9396, -0.3113)
C (2.7486, 0.6312, 1.0911)
H (6.1346, 2.7868, -0.4298)
H (6.1420, 1.4430, -1.5850)
H (7.6590, 2.2273, -1.1335)
H (7.4340, 1.3695, 1.1941)
H (7.3676, 0.0198, 0.0185)
H (3.8684, -0.9044, 2.1002)
H (3.4710, -2.6544, 0.2859)
H (2.0031, -2.0891, 1.1043)
H (1.6456, -2.1678, -1.3612)
H (3.0601, -1.1384, -1.5971)
H (-0.0906, -2.4010, -0.2108)
H (-4.3575, -1.2922, 0.2774)
H (-4.6068, 1.2922, -1.3244)
H (-4.5654, -0.3446, -2.0020)
H (-6.9061, 0.4794, -1.7768)
H (-6.6215, -0.9293, -0.7498)
H (-6.5664, 1.9818, 0.1600)
H (-7.8533, 0.8195, 0.5004)
H (-6.2993, 1.0398, 2.4327)
H (-6.2590, -0.5947, 1.7638)
H (-4.2481, 1.6241, 1.1667)
H (-3.9594, 0.2157, 2.2028)
H (-0.2276, 1.7485, -0.7784)
H (1.6307, 1.8610, -0.2842)
H (3.0452, 1.0864, -1.0061)
H (3.3450, 1.4673, 1.4565)
H (1.9036, 0.4859, 1.7681)

Its LUMO energy is 0.54 eV. The value obtained for the HOMO-LUMO gap is 9.0 eV. Its SMILES is CCOC(=O)C1CCN(c2cc(=O)n(C3CCCCC3)c(=O)[nH]2)CC1. The charge is 0. The HOMO energy is -8.42 eV.



<Q>
ORCA calculation (ωB97M-V/def2-TZVPD) on C18H27N3O4 in the gas phase.

Geometry (Å):
C (10.0819, 1.3485, -0.8810)
C (8.5827, 1.0842, -0.8662)
C (8.1037, 0.7141, 0.5355)
O (6.6885, 0.5540, 0.5835)
C (6.2000, -0.6304, 0.1891)
O (6.8918, -1.5500, -0.1788)
C (4.7220, -0.6863, 0.2680)
C (3.9592, 0.3977, 0.6959)
C (2.5840, 0.3047, 0.7583)
C (1.9506, -0.8820, 0.3906)
N (0.5690, -1.0276, 0.4390)
C (-0.3846, -0.1576, 0.8235)
O (-0.2507, 0.9865, 1.2151)
C (-1.7700, -0.8095, 0.7043)
O (-1.8960, -1.9485, 0.2839)
N (-2.7439, -0.0002, 1.1200)
C (-4.1467, -0.3258, 1.0703)
C (-4.8614, 0.5029, -0.0040)
N (-6.3039, 0.4631, 0.1467)
C (-6.8747, -0.8732, 0.0709)
C (-6.6309, -1.6532, -1.2260)
C (-6.9527, 1.4443, -0.7117)
C (-8.4077, 1.6890, -0.3259)
C (2.7122, -1.9697, -0.0406)
C (4.0843, -1.8705, -0.1005)
H (10.4083, 1.6061, -1.8851)
H (10.6270, 0.4649, -0.5580)
H (10.3332, 2.1711, -0.2149)
H (8.3436, 0.2627, -1.5440)
H (8.0411, 1.9716, -1.2012)
H (8.3262, 1.5127, 1.2470)
H (8.5809, -0.2170, 0.8601)
H (4.4521, 1.3135, 0.9803)
H (1.9912, 1.1410, 1.0902)
H (0.1848, -1.9276, 0.1492)
H (-2.4569, 0.9276, 1.4092)
H (-4.6050, -0.1221, 2.0420)
H (-4.2070, -1.3936, 0.8523)
H (-4.5219, 0.1748, -1.0011)
H (-4.5530, 1.5468, 0.1191)
H (-6.4793, -1.4467, 0.9125)
H (-7.9487, -0.7719, 0.2306)
H (-7.1621, -2.6002, -1.1800)
H (-6.9951, -1.1000, -2.0885)
H (-5.5737, -1.8636, -1.3667)
H (-6.4051, 2.3826, -0.5846)
H (-6.8926, 1.1732, -1.7792)
H (-8.4869, 1.8109, 0.7509)
H (-8.7615, 2.5966, -0.8087)
H (-9.0521, 0.8711, -0.6364)
H (2.2172, -2.8871, -0.3248)
H (4.6886, -2.7018, -0.4300)

Its LUMO energy is 0.17 eV. The value obtained for the HOMO-LUMO gap is 8.8 eV. Its SMILES is CCCOC(=O)c1ccc(NC(=O)C(=O)NCCN(CC)CC)cc1. The charge is 0. The HOMO energy is -8.64 eV.



Most favorable first, least favorable last: <P>, <Q>



<P>
ORCA calculation (ωB97M-V/def2-TZVPD) on C3H3ClO2 in the gas phase.

Geometry (Å):
C (1.2137, 0.2161, 0.2365)
C (-0.1258, 0.2061, -0.4400)
O (-0.3542, 0.5321, -1.5676)
C (-1.4116, -0.1447, 0.2743)
O (-1.9129, 0.3552, 1.2398)
Cl (-2.0846, -1.5599, -0.6006)
H (1.7054, 1.1004, 0.1854)
H (1.6483, -0.5081, -0.5036)
H (1.3216, -0.1972, 1.1758)

Its LUMO energy is -0.15 eV. The value obtained for the HOMO-LUMO gap is 10.2 eV. Its SMILES is CC(=O)C(=O)Cl. The charge is 0. The HOMO energy is -10.37 eV.



<Q>
ORCA calculation (ωB97M-V/def2-TZVPD) on 2 unconnected molecules or ions with the total composition C3H3ClO2.

Geometry (Å):
O (1.6870, -2.3617, -0.0112)
C (2.3104, -1.1869, -0.1931)
C (3.0427, -0.2870, 0.1203)
Cl (4.0195, 1.0185, 0.1661)
H (1.0020, -2.2069, 0.5668)
C (-0.5924, 0.4109, -0.4930)
O (-0.4283, -0.4574, 0.3343)
H (-0.3932, 1.5684, -0.4643)
H (-0.9873, 0.1060, -1.5992)

Its LUMO energy is 0.37 eV. The value obtained for the HOMO-LUMO gap is 9.6 eV. Its SMILES is OC#CCl.C=O. The charge is 0. The HOMO energy is -9.23 eV.



<R>
ORCA calculation (ωB97M-V/def2-TZVPD) on C3H3ClO2 in the gas phase.

Geometry (Å):
C (-0.0302, 0.0670, -0.1536)
C (-0.3447, -0.5511, -1.4601)
Cl (-1.3795, -1.9428, -1.6908)
O (0.6789, -0.4588, -2.5222)
C (-0.3591, 0.3390, -2.5900)
O (-0.8881, 1.2292, -3.2569)
H (-1.0318, 0.3193, 0.4300)
H (0.3982, 0.9327, -0.4169)
H (0.4242, -0.6315, 0.4586)

Its LUMO energy is 0.63 eV. The value obtained for the HOMO-LUMO gap is 11.0 eV. Its SMILES is C[C@]1(Cl)OC1=O. The charge is 0. The HOMO energy is -10.33 eV.



Most favorable first, least favorable last: <P>, <R>, <Q>



<P>
ORCA calculation (ωB97M-V/def2-TZVPD) on 2 unconnected molecules or ions with the total composition C3H10N2OS.

Geometry (Å):
C (2.6437, 1.6553, 0.2058)
C (-2.3466, -1.6873, -1.4980)
C (1.9007, 0.7213, 1.0890)
N (-2.0359, -0.9848, 1.1051)
N (2.4295, -0.1976, 1.6960)
O (-2.2689, 0.7675, -0.7480)
S (-1.4604, -0.6409, -0.2843)
H (1.9954, 2.2546, -0.4292)
H (3.4319, 2.3166, 0.5925)
H (3.4011, 1.0303, -0.4536)
H (-2.1354, -1.1877, -2.4259)
H (-2.0134, -2.8162, -1.6280)
H (-3.4074, -1.7659, -1.1779)
H (-3.1627, 0.6794, -0.6412)
H (0.8383, 0.8611, 1.0328)
H (-1.2769, -0.7374, 1.8090)
H (3.4669, -0.2683, 1.7558)

Its LUMO energy is 0.88 eV. The value obtained for the HOMO-LUMO gap is 10.3 eV. The charge is 0. The HOMO energy is -9.44 eV.



<Q>
ORCA calculation (ωB97M-V/def2-TZVPD) on 2 unconnected molecules or ions with the total composition C3H10N2OS.

Geometry (Å):
C (0.1144, -0.5738, -1.6717)
C (-1.8561, 0.1003, 0.0092)
C (-0.4886, -0.5322, -0.2624)
N (1.1531, 1.7806, 0.1212)
N (2.0617, -0.4927, 0.8119)
O (-0.9771, 0.8796, 2.6279)
S (0.6303, 0.5072, 0.8164)
H (0.4891, 0.3978, -2.0545)
H (0.9706, -1.3481, -1.5028)
H (-0.7270, -1.0664, -2.3416)
H (-1.9873, 0.1085, 1.0511)
H (-2.7116, -0.6773, -0.1508)
H (-2.1122, 1.1192, -0.5543)
H (-0.4731, -1.5202, 0.1339)
H (0.8354, 2.6107, 0.6436)
H (2.8950, -0.0153, 0.7391)
H (2.1834, -1.2778, 1.5838)

Its LUMO energy (spin up / spin down) is -1.17 / -1.68 eV. The value obtained for the HOMO-LUMO gap (spin up / spin down) is 7.7 / 7.3 eV. The charge is 0. The HOMO energy (spin up / spin down) is -8.88 / -9.03 eV.



<R>
ORCA calculation (ωB97M-V/def2-TZVPD) on 2 unconnected molecules or ions with the total composition C3H10N2OS.

Geometry (Å):
C (0.9189, -1.5022, 0.4624)
C (0.9313, 1.0531, 0.2058)
C (0.3266, -0.2773, -0.1672)
N (-0.1236, -0.5056, -1.5034)
N (-2.6531, 0.8489, 0.0920)
O (-2.1731, -1.5255, -0.3892)
S (-2.0366, -0.5602, 0.7038)
H (1.9158, -1.2576, 0.5595)
H (0.7510, -2.4004, -0.1661)
H (0.4959, -1.6362, 1.3920)
H (1.4784, 1.4981, -0.6160)
H (-0.0237, 1.7277, 0.2755)
H (1.3701, 0.9818, 1.1416)
H (-0.8509, -1.1802, -1.5049)
H (-0.3247, 0.2307, -2.1118)
H (-3.5335, 0.7744, -0.4602)
H (-2.6134, 1.6578, 0.6865)

Its LUMO energy (spin up / spin down) is 0.75 / 0.75 eV. The value obtained for the HOMO-LUMO gap (spin up / spin down) is 7.5 / 7.5 eV. The charge is 0. The HOMO energy (spin up / spin down) is -6.78 / -6.78 eV.



Most favorable first, least favorable last: <R>, <P>, <Q>



<P>
ORCA calculation (ωB97M-V/def2-TZVPD) on a molecular structure, C2H3N3OS2.

Geometry (Å):
C (-1.7216, 0.9197, 1.3366)
C (0.3990, 0.3520, -1.0912)
N (-2.7336, 0.3733, 1.2302)
N (0.8665, -0.8098, -1.6037)
N (0.6918, 0.5132, 0.5245)
O (-0.1471, 1.2629, -1.5654)
S (0.9287, -0.8108, 1.5229)
S (-0.2462, 1.7515, 1.2232)
H (1.5497, -1.2897, -0.9990)
H (0.8864, -1.1898, -2.5092)
H (-0.4737, -1.0726, 1.9312)

Its LUMO energy is 0.16 eV. The value obtained for the HOMO-LUMO gap is 9.5 eV. The charge is 0. The HOMO energy is -9.39 eV.



<Q>
ORCA calculation (ωB97M-V/def2-TZVPD) on C2H3N3OS2 in the gas phase.

Geometry (Å):
H (0.5055, -2.3486, -1.8410)
N (1.0386, -1.6372, -1.1247)
C (0.1651, -0.8678, -0.5237)
O (-1.1105, -0.8884, -0.4004)
C (-1.5327, -0.0338, 0.6323)
S (-2.9632, 0.0916, 1.4865)
N (-0.4392, 0.7003, 0.8679)
N (0.7012, 0.3072, 0.2593)
S (1.4311, 1.6062, -0.7682)
H (-0.5152, 1.5970, 1.5799)
H (2.7193, 1.4734, -0.1679)

Its LUMO energy is -0.13 eV. The value obtained for the HOMO-LUMO gap is 8.7 eV. Its SMILES is [H]/N=c1\oc(=S)[nH]n1S. The charge is 0. The HOMO energy is -8.86 eV.



Most favorable first, least favorable last: <P>, <Q>



<P>
ORCA calculation (ωB97M-V/def2-TZVPD) on a gas-phase ion, C10H17N2O (charge +1).

Geometry (Å):
C (1.4655, -2.1998, 1.1996)
C (2.0777, -1.1801, 0.2478)
C (3.5193, -1.3080, -0.0441)
N (1.4293, -0.1478, -0.1432)
N (1.9678, 0.8406, -0.8638)
C (2.8720, 1.5790, -1.1009)
O (3.7057, 2.3373, -1.3016)
C (0.0225, 0.1164, 0.0407)
C (-0.3277, 0.9826, 1.2687)
C (-1.7604, 1.3336, 1.2258)
C (-2.2503, 1.9288, -0.1114)
C (-2.0047, 1.0194, -1.2606)
C (-0.5291, 0.7825, -1.2526)
H (1.0318, -1.6969, 2.0701)
H (2.1839, -2.9966, 1.4952)
H (0.7061, -2.6549, 0.5261)
H (3.7137, -1.1325, -1.0569)
H (3.9218, -2.2685, 0.3493)
H (4.2464, -0.5521, 0.4024)
H (-0.6346, -0.7512, 0.2679)
H (0.3256, 1.8570, 1.1877)
H (0.0424, 0.3150, 2.0500)
H (-2.0096, 1.9304, 2.1741)
H (-2.2351, 0.4148, 1.2328)
H (-3.3730, 2.2589, 0.0858)
H (-1.7281, 2.8226, -0.3640)
H (-2.5327, 0.0418, -1.3417)
H (-2.3047, 1.5834, -2.1787)
H (-0.3209, 0.0895, -2.0797)
H (0.1052, 1.6706, -1.3494)

Its LUMO energy is -4.29 eV. The value obtained for the HOMO-LUMO gap is 9.7 eV. Its SMILES is CC(C)=[N+](N=C=O)C1CCCCC1. The charge is +1. The HOMO energy is -14.01 eV.



<Q>
ORCA calculation (ωB97M-V/def2-TZVPD) on a gas-phase ion, C10H17N2O (charge +1).

Geometry (Å):
C (-1.7687, -3.0363, -0.4386)
C (-1.3394, -1.5760, -0.6730)
C (0.1891, -1.3592, -0.7685)
C (0.7806, -0.4549, 0.3257)
C (2.2729, -0.7579, 0.5599)
C (0.6128, 1.0308, 0.0474)
O (1.5155, 1.4794, -0.9971)
C (1.0814, 1.3071, -2.2072)
N (0.6635, 1.1289, -3.2636)
C (0.8442, 1.9438, 1.2595)
C (-0.5416, 2.5019, 1.6237)
C (-1.3585, 2.1889, 0.4406)
N (-0.7653, 1.3873, -0.3598)
H (-2.2111, -3.1818, 0.5456)
H (-2.5081, -3.3494, -1.1733)
H (-0.9230, -3.7167, -0.5313)
H (-1.7642, -0.9434, 0.1128)
H (-1.7947, -1.2426, -1.6106)
H (0.4552, -0.9880, -1.7598)
H (0.6896, -2.3238, -0.6805)
H (0.2311, -0.6641, 1.2497)
H (2.7131, -1.1641, -0.3507)
H (2.8587, 0.1172, 0.8378)
H (2.3749, -1.5137, 1.3358)
H (1.3178, 1.4255, 2.0882)
H (1.5285, 2.7409, 0.9697)
H (-0.9905, 1.9056, 2.4325)
H (-0.5968, 3.5373, 1.9512)
H (-2.3648, 2.5416, 0.2440)
H (-1.2023, 1.0361, -1.2102)

Its LUMO energy is -4.85 eV. The value obtained for the HOMO-LUMO gap is 9.7 eV. Its SMILES is CCC[C@@H](C)[C@]1(OC#N)CCC=[NH+]1. The charge is +1. The HOMO energy is -14.57 eV.



Most favorable first, least favorable last: <Q>, <P>



<P>
ORCA calculation (ωB97M-V/def2-TZVPD) on a gas-phase ion, C4H10NS (charge -1).

Geometry (Å):
C (-1.6945, 0.9289, -0.1460)
N (-0.2856, 1.0540, -0.4119)
C (0.5063, 0.0128, 0.3875)
C (1.9077, 0.0259, -0.1759)
C (-0.0837, -1.4100, 0.2184)
S (0.1563, -2.8049, 1.2762)
H (-2.1984, 1.9468, -0.3365)
H (-2.0654, 0.5347, 0.8425)
H (-2.2159, 0.3756, -0.9388)
H (0.0151, 2.0398, -0.1320)
H (0.4457, 0.2837, 1.3570)
H (2.2576, 1.0037, 0.0708)
H (2.5755, -0.7878, 0.1873)
H (1.9108, -0.1342, -1.3092)
H (0.0010, -1.7057, -0.9041)
H (-1.2323, -1.3633, 0.0145)

Its LUMO energy is 3.79 eV. The value obtained for the HOMO-LUMO gap is 5.9 eV. Its SMILES is CN[C@H](C)C[S-]. The charge is -1. The HOMO energy is -2.06 eV.



<Q>
ORCA calculation (ωB97M-V/def2-TZVPD) on 2 unconnected molecules or ions with the total composition C4H10NS.

Geometry (Å):
C (2.0660, 1.2526, -1.3798)
C (3.3882, 1.4346, -1.4532)
H (1.4128, 1.7956, -0.7118)
H (1.6463, 0.4056, -1.9049)
H (3.7792, 2.2970, -0.9271)
H (3.9823, 0.7183, -2.0009)
C (-2.3289, -0.4572, 0.0937)
C (-1.5557, -0.6806, 1.3930)
S (0.2227, -0.1669, 1.2602)
N (-1.6836, -0.9864, -1.1313)
H (-2.4224, 0.6206, -0.0713)
H (-3.3367, -0.8855, 0.1790)
H (-1.5431, -1.7403, 1.6573)
H (-1.9592, -0.0612, 2.1924)
H (-1.7972, -1.9948, -1.1533)
H (-0.6815, -0.8835, -0.8909)

Its LUMO energy is 4.02 eV. The value obtained for the HOMO-LUMO gap is 6.5 eV. The charge is -1. The HOMO energy is -2.51 eV.



Most favorable first, least favorable last: <Q>, <P>